# 1
Density functional theory data (ωB97M-V/def2-TZVPD) for 2 unconnected molecules or ions with the total composition C3H11NO2S at a distorted geometry.

Summary:
- Relative energy (zero: lowest compared OMol25 entry of this formula, charge and spin): 66.01 kJ/mol
- Maximum force: 1.1 eV/A
- Gap between HOMO and LUMO: 9.76 eV
- Highest occupied orbital energy: -9.13 eV
- Lowest unoccupied orbital energy: 0.0231 hartree
- Total charge: 0

Geometry (Å):
C 0.585 0.795 -1.029
C -0.245 2.011 -0.621
S -0.952 2.768 -2.138
N 0.308 -0.334 -0.171
C 1.205 -1.482 -0.455
O 1.897 -1.885 0.704
H 0.359 0.522 -2.072
H 1.642 1.112 -1.060
H 0.367 2.760 -0.143
H -1.088 1.658 -0.028
H -1.629 3.742 -1.510
H 0.583 -0.084 0.777
H 0.595 -2.328 -0.779
H 1.964 -1.202 -1.184
H 1.273 -1.872 1.444
H -2.428 -1.606 2.134
H -2.264 -2.765 3.084
O -2.173 -1.809 3.046

***

# 2
Density functional theory data (ωB97M-V/def2-TZVPD) for C5H9NO in the gas phase.

Summary:
- Relative energy (zero: lowest compared OMol25 entry of this formula, charge and spin): 409.69 kJ/mol
- Maximum force: 0.5 eV/A
- Gap between HOMO and LUMO (alpha / beta): 8.12 / 8.12 eV
- Highest occupied orbital energy (alpha / beta): -7.60 / -7.60 eV
- Lowest unoccupied orbital energy (alpha / beta): 0.0190 / 0.0190 hartree
- Total charge: 0

Geometry (Å):
C -1.524 0.088 1.549
C -1.260 -0.185 0.100
N -0.996 0.813 -0.776
C 0.189 0.417 -1.314
C 1.453 0.306 -0.499
C 1.885 -1.137 -0.302
O 2.897 -1.630 -0.737
H -0.599 0.360 2.075
H -2.215 0.939 1.670
H -1.947 -0.782 2.060
H -1.400 -1.179 -0.312
H -1.479 1.708 -0.875
H 0.310 0.423 -2.400
H 1.277 0.756 0.490
H 2.280 0.841 -0.988
H 1.129 -1.738 0.259

***

# 3
Density functional theory data (ωB97M-V/def2-TZVPD) for a molecular structure, C21H18Co2N2O6S2 at a distorted geometry.

Summary:
- Relative energy (zero: lowest compared OMol25 entry of this formula, charge and spin): 356.10 kJ/mol
- Maximum force: 6.2 eV/A
- Gap between HOMO and LUMO: 2.76 eV
- Highest occupied orbital energy: 1.79 eV
- Lowest unoccupied orbital energy: 0.1672 hartree
- Total charge: -2

Geometry (Å):
C 2.110 -5.630 3.497
N 1.630 -4.527 2.694
C 2.604 -4.044 1.746
C 2.145 -2.738 1.126
N 0.756 -2.845 0.639
C 0.277 -1.882 -0.152
S 1.254 -0.461 -0.679
S -1.340 -1.741 -0.659
C -0.249 -3.622 1.380
C 0.343 -4.811 2.109
H 1.361 -5.853 4.262
H 2.285 -6.547 2.909
H 3.048 -5.341 3.980
H 3.537 -3.874 2.297
H 2.813 -4.775 0.939
H 2.215 -1.928 1.874
H 2.801 -2.477 0.280
H -0.759 -2.977 2.118
H -1.000 -3.981 0.663
H 0.389 -5.672 1.409
H -0.330 -5.089 2.933
O -2.122 1.160 1.243
C -1.506 0.902 0.296
Co -0.742 0.326 -1.186
C 1.179 0.579 0.783
O 1.072 0.159 1.917
C -1.660 0.379 -2.702
O -2.459 0.176 -3.519
C -0.452 2.920 -1.387
C -1.670 3.628 -1.059
C -2.941 3.081 -1.331
C -4.096 3.727 -0.893
C -4.002 4.952 -0.225
C -2.751 5.555 -0.054
C -1.593 4.916 -0.492
C 0.621 2.275 -0.900
C 1.379 1.999 0.317
Co 0.741 2.516 -2.662
C 0.270 1.348 -3.925
O 0.241 0.666 -4.863
C 0.795 4.024 -3.589
O 0.878 4.973 -4.245
C 2.304 1.746 -2.652
O 3.349 1.256 -2.748
H -3.014 2.147 -1.891
H -5.063 3.258 -1.074
H -4.906 5.447 0.134
H -2.671 6.531 0.426
H -0.609 5.374 -0.379
H 2.466 2.143 0.147
H 1.070 2.651 1.149